286
Properties=species:S:1:pos:R:3:forces:R:3:mulliken_charge:R:1 method="wB97M-V/def2-TZVPD" e_lumo_ev=-6.597 charge=+3
C -20.949881 -26.045605 -11.904889 -0.25 -2.03 1.68 -0.6701
N -22.298991 -26.754421 -11.479329 1.80 1.21 0.23 0.1867
C -23.326404 -25.893757 -12.065533 -0.50 0.31 -0.65 -1.3143
C -22.377245 -28.122969 -12.117148 0.75 0.95 0.31 -0.8154
C -22.477341 -26.774515 -9.935583 0.72 0.54 -0.83 -0.9427
C -22.551050 -25.382294 -9.308136 -1.24 -0.57 0.59 -0.6915
O -23.897742 -24.973963 -9.188532 -0.19 0.84 -0.11 0.5297
H -20.758401 -25.213641 -11.229184 0.00 -0.15 -0.07 0.2686
H -21.108042 -25.709091 -12.896355 0.09 0.22 -0.95 0.3134
H -20.137074 -26.808288 -11.832099 -0.62 0.76 -0.09 0.3029
H -23.246896 -25.941455 -13.158836 -0.17 0.08 0.37 0.4842
H -23.300350 -24.868125 -11.717291 0.55 0.09 0.04 0.4036
H -24.254220 -26.248386 -11.712133 -1.36 -0.55 0.03 0.5917
H -23.252539 -28.633852 -11.760315 -0.41 -0.14 0.02 0.3268
H -21.477862 -28.690367 -11.886544 -0.07 0.05 0.20 0.3464
H -22.399687 -27.931295 -13.184527 -0.17 -0.28 -0.12 0.3899
H -21.558164 -27.155250 -9.527961 0.18 -1.11 -0.06 0.3118
H -23.387833 -27.358206 -9.750062 0.50 0.06 0.24 0.6050
H -22.067392 -24.637079 -9.896679 0.34 0.51 -0.66 0.3346
H -21.977026 -25.350345 -8.372781 -0.41 -0.31 0.06 0.2173
H -24.414126 -25.409704 -8.492618 0.40 -0.45 -0.06 -0.2920
C -30.553575 -16.229407 -7.463031 -0.88 0.61 -0.69 -0.8865
N -29.372837 -16.914778 -8.036586 -1.77 -0.83 1.51 0.6688
C -28.673988 -16.002210 -8.847772 3.21 0.65 -2.90 -0.7419
C -28.507947 -17.479199 -6.974220 -1.20 -0.68 1.63 -0.7057
C -29.873878 -18.140541 -8.782962 -0.41 0.78 -1.32 1.0913
C -30.875188 -17.975933 -9.951750 -0.46 -0.05 1.22 -0.4875
O -30.296805 -17.333879 -11.059113 -0.78 0.65 0.42 -0.5733
H -31.077747 -16.955070 -6.847202 -0.05 0.33 0.39 0.2525
H -31.176935 -16.010030 -8.340073 -0.04 0.06 0.44 0.4545
H -30.332769 -15.234980 -7.015163 0.22 -1.07 0.10 0.3053
H -29.223412 -15.666324 -9.718022 -0.61 0.09 0.22 0.4152
H -27.845897 -16.580347 -9.324140 -0.26 0.45 0.38 0.2795
H -28.204749 -15.145266 -8.347785 -0.50 -0.40 0.39 0.3013
H -27.812103 -18.128096 -7.487688 0.26 -0.28 0.37 0.1679
H -29.169234 -17.987767 -6.180579 1.04 0.28 -1.74 -0.1993
H -28.023866 -16.705898 -6.414525 0.53 0.69 -0.10 0.5599
H -30.258815 -18.787507 -8.032187 -0.38 -0.61 0.56 -0.5657
H -29.033317 -18.578454 -9.283225 0.87 -0.27 0.27 -0.4053
H -31.820415 -17.436171 -9.622655 1.03 -0.94 -0.79 0.4422
H -31.033338 -19.049494 -10.219746 -0.66 0.69 0.35 0.1724
H -29.604857 -17.926025 -11.315253 1.04 -0.38 -0.76 0.3879
C -23.380714 -20.300146 -5.690126 -1.95 0.58 0.15 -0.2465
N -23.809281 -21.717176 -5.899846 0.75 -0.02 -0.58 1.2771
C -23.295180 -22.531339 -4.783912 0.11 -0.62 1.24 -0.8252
C -25.284607 -21.884202 -5.904527 0.12 2.49 -0.74 -2.1706
C -23.315399 -22.266436 -7.219737 0.26 0.96 -0.42 -0.3385
C -21.823065 -22.386206 -7.492646 -1.14 0.04 3.26 -0.1758
O -21.311861 -23.402810 -6.613473 1.14 0.64 -0.44 -0.2879
H -23.720161 -19.999450 -4.671897 0.41 -0.26 -1.01 0.3011
H -23.819927 -19.628519 -6.455158 0.16 -0.64 0.36 0.0518
H -22.327130 -20.263367 -5.773227 1.03 0.10 0.11 0.2731
H -23.969557 -22.374129 -3.919633 0.44 -0.06 -0.40 0.3429
H -22.282916 -22.242640 -4.510200 -0.09 0.18 -0.13 0.2220
H -23.252463 -23.597024 -5.050415 -0.29 0.41 -0.04 0.1399
H -25.660950 -21.497712 -6.859960 -0.03 -0.75 0.03 0.1280
H -25.743951 -21.217465 -5.189802 0.13 0.02 0.59 0.4540
H -25.457007 -22.878934 -5.642141 -0.80 -1.59 -0.15 1.3098
H -23.725507 -21.663950 -8.016987 -0.20 0.65 0.00 -0.8756
H -23.825701 -23.189124 -7.345690 -0.04 -1.20 0.06 1.0162
H -21.273262 -21.449886 -7.416342 -0.04 0.14 0.19 0.7305
H -21.779181 -22.705585 -8.461055 0.33 -0.84 -2.82 0.3851
H -20.346701 -23.363161 -6.767468 -0.43 -0.33 0.11 -0.3716
C -16.717048 -15.183154 -9.392593 2.06 -0.46 0.79 -1.4631
C -18.097352 -14.722073 -9.900499 1.31 1.07 -0.81 1.4478
C -18.389904 -15.201771 -11.351310 -0.70 1.46 -0.29 -1.1725
C -19.031089 -16.615603 -11.548777 -1.22 1.17 -0.08 -0.7918
C -19.417719 -17.219866 -10.209354 -0.47 0.16 1.12 -1.2436
C -20.118707 -16.216761 -9.171452 -0.51 -0.67 -1.82 1.9347
N -19.071235 -15.242343 -8.864792 -0.61 -0.45 -4.88 0.9615
O -18.987472 -14.836945 -7.814338 0.66 2.00 5.08 -0.4059
C -20.514483 -16.845762 -7.864188 0.86 -1.04 -0.46 -2.8164
C -21.340965 -15.471491 -9.824342 0.61 -0.32 0.54 -1.5010
C -18.061839 -13.119988 -9.769269 -1.45 -1.81 -0.78 -1.8005
H -16.028476 -14.349097 -9.091972 -0.91 -0.30 -0.59 0.4232
H -16.060126 -15.811888 -10.078875 -1.42 0.55 0.69 0.3236
H -16.830903 -15.678701 -8.417973 0.20 -0.38 -0.43 0.3299
H -17.426163 -15.053845 -11.890990 -0.73 -0.33 0.32 0.5093
H -19.084961 -14.410820 -11.784810 0.78 -1.04 0.37 0.3405
H -18.386406 -17.274194 -12.105512 0.30 -0.27 -0.01 0.4636
H -19.940904 -16.469942 -12.175674 0.65 -0.21 0.34 0.2940
H -18.500874 -17.580292 -9.769729 0.46 -0.05 0.62 0.4161
H -20.040475 -18.120417 -10.215394 -0.19 0.30 -0.52 0.4566
H -21.061585 -16.222063 -7.201229 -0.38 0.67 0.47 0.6555
H -19.585907 -17.169509 -7.408774 0.08 -0.17 0.57 0.6192
H -21.094951 -17.737473 -8.031031 -0.38 -0.26 -0.29 0.3528
H -22.104308 -16.222003 -9.803987 -0.40 -0.88 -0.62 0.2993
H -21.112243 -15.181168 -10.864857 -0.48 0.37 0.77 0.4373
H -21.835394 -14.764793 -9.125190 0.97 0.38 -0.67 0.4033
H -17.244329 -12.751553 -10.358848 0.35 0.04 -0.29 0.4618
H -17.922307 -12.878984 -8.744995 0.25 0.31 0.86 0.5240
H -19.001034 -12.683834 -10.124126 0.13 -0.04 0.01 0.4148
C -19.609402 -15.493006 0.079048 0.17 -1.51 -0.63 -1.6064
C -20.761006 -15.288575 1.010242 -1.83 0.60 -1.54 1.1021
C -21.822904 -14.281749 0.305519 1.75 -0.72 -0.03 -0.9415
C -23.206059 -14.310798 0.890014 -1.54 0.27 0.86 -0.8075
C -23.836491 -15.742652 0.867806 1.78 1.02 -1.07 -1.1859
C -23.096153 -16.812443 1.591447 2.62 0.87 1.20 1.5031
N -21.462277 -16.662845 1.088803 -3.72 3.79 2.01 1.0280
O -20.850992 -17.602963 1.040357 2.75 -3.76 -0.31 -0.3619
C -23.437904 -18.223315 1.321295 0.02 -1.25 -0.18 -1.7754
C -22.994560 -16.415423 3.133543 1.38 -0.14 -1.20 -1.3333
C -20.278304 -14.879215 2.379075 0.75 1.27 0.42 -1.5267
H -19.928044 -15.880852 -0.908574 -0.03 0.03 0.59 0.1922
H -18.919767 -16.241667 0.525996 0.02 0.89 -0.45 0.4362
H -19.199279 -14.530261 -0.123394 0.83 0.58 0.15 0.5080
H -21.881072 -14.636400 -0.733559 0.04 0.09 0.11 0.3260
H -21.305433 -13.281591 0.256567 -0.79 -0.87 0.32 0.4583
H -23.910928 -13.608851 0.384303 0.66 -0.64 -0.12 0.4373
H -23.231370 -13.902999 1.902030 0.24 -0.07 0.13 0.4250
H -23.966460 -15.992622 -0.156379 0.26 -0.53 -1.21 0.2263
H -24.807414 -15.822828 1.212094 -2.19 0.51 1.17 0.5186
H -22.614651 -18.950899 1.427172 -0.24 0.56 0.51 0.4232
H -23.789994 -18.440507 0.331561 -0.19 0.46 -0.78 0.2847
H -24.247450 -18.509503 1.969926 -0.23 -0.19 0.52 0.4877
H -22.128352 -16.848638 3.702311 -0.77 0.23 -0.74 0.2903
H -23.893748 -16.703158 3.631529 -0.71 -0.30 0.19 0.4520
H -22.924303 -15.326955 3.136919 0.00 -0.32 0.48 0.2903
H -19.615043 -13.993912 2.202616 -0.35 -0.78 0.09 0.4126
H -19.695166 -15.614524 2.941074 -0.03 -0.15 -0.44 0.3538
H -21.029106 -14.500621 3.049935 -0.52 0.00 0.09 0.3819
C -26.298852 -23.807688 -0.903865 1.24 0.15 -1.56 -1.5390
C -26.991114 -24.062754 -2.271181 0.03 1.47 1.25 0.1760
C -28.089753 -25.149443 -2.297541 1.23 -1.03 0.94 -0.3361
C -28.615869 -25.067516 -3.696817 -2.29 1.01 -0.58 0.1301
N -30.036231 -25.692767 -3.862487 0.95 -0.45 0.34 0.4872
C -30.599800 -25.476966 -5.285701 -0.25 -0.13 2.07 -0.2043
C -32.113399 -25.516451 -5.064729 0.58 2.17 -0.58 -0.2784
C -32.428904 -25.055895 -3.591087 1.19 0.89 -2.55 -1.0326
C -31.044146 -24.938691 -2.998856 1.75 1.89 2.07 0.1032
C -29.978205 -27.175363 -3.481201 -0.47 0.52 -0.22 -0.7364
H -25.366066 -24.372227 -0.803693 -0.32 -0.31 0.16 0.3523
H -26.945723 -24.008744 -0.095512 -0.67 -0.14 1.03 0.4325
H -25.959128 -22.762734 -0.879644 -0.32 -0.18 0.20 0.3345
H -26.239183 -24.310521 -3.000163 0.36 -0.34 -0.41 0.2028
H -27.306544 -23.024865 -2.563874 -0.62 -1.15 -0.11 -0.1119
H -28.899781 -25.033349 -1.502450 1.25 0.03 -1.00 0.2774
H -27.525748 -26.164438 -2.137524 -1.25 1.68 -0.06 0.2562
H -27.905164 -25.466116 -4.429604 -0.48 -0.13 -0.02 0.4361
H -28.885459 -24.002080 -3.919004 0.79 -0.82 -0.05 -0.4305
H -30.197508 -26.223006 -5.921270 0.31 -0.85 -0.57 0.1697
H -30.262847 -24.520726 -5.636257 0.24 0.63 0.13 0.0433
H -32.455846 -26.458323 -5.326771 -0.98 -1.88 -0.18 0.6757
H -32.500476 -24.800161 -5.815484 -0.25 -0.37 0.54 -0.0526
H -33.047378 -25.725389 -3.066159 -0.73 -0.89 0.55 0.3581
H -32.936751 -24.090002 -3.704378 0.26 -0.19 0.55 0.2962
H -30.996144 -25.323357 -1.943477 0.03 0.17 -1.10 0.4466
H -30.602164 -23.848027 -2.937872 -1.29 -2.05 -0.32 0.0179
H -29.289067 -27.660899 -4.180410 -0.25 0.04 0.08 0.1271
H -31.014940 -27.524119 -3.617134 0.56 -0.27 0.18 0.4733
H -29.623235 -27.353620 -2.431111 -0.48 0.59 -1.02 0.2678
C -34.050202 -26.812966 -9.023214 -0.53 -0.54 0.09 -1.1214
C -33.932611 -27.182245 -10.539056 -0.19 0.11 2.12 -0.8485
C -32.747254 -26.534745 -11.236946 -0.17 -1.71 -0.71 0.3159
C -32.999714 -25.077664 -11.396589 -0.78 0.54 1.45 -0.6185
N -31.783021 -24.197537 -11.506430 -1.76 1.58 1.05 0.3105
C -30.809646 -24.369447 -10.408555 0.42 0.62 0.65 -1.2120
C -31.472893 -23.803526 -9.146610 -0.34 0.87 0.04 0.1069
C -32.441444 -22.708635 -9.693060 -0.15 -0.14 -0.55 0.0279
C -32.218122 -22.746659 -11.216932 -0.66 -0.68 -0.68 -0.9657
C -31.223132 -24.355413 -12.821885 1.40 0.37 -0.44 -0.9085
H -35.014014 -27.202159 -8.682199 0.13 -0.31 0.06 0.4918
H -34.194149 -25.749239 -8.785657 0.60 -0.06 -0.27 0.3274
H -33.279046 -27.275753 -8.374174 -0.22 0.43 -0.49 0.2138
H -34.849512 -26.804247 -10.955506 -0.48 -0.06 -0.63 0.3358
H -33.957657 -28.289715 -10.585672 0.26 0.70 -0.33 0.4219
H -32.674676 -27.093086 -12.176499 0.45 0.46 -0.17 0.3897
H -31.857852 -26.729146 -10.664293 0.45 -0.15 0.26 -0.1770
H -33.522538 -24.797783 -10.441404 0.43 0.24 -1.16 0.0255
H -33.639845 -24.884925 -12.260961 0.07 0.23 0.22 0.4094
H -30.029322 -23.669177 -10.692323 0.47 -0.39 0.07 0.0146
H -30.452187 -25.376684 -10.388191 0.29 -0.37 0.20 0.9284
H -30.825745 -23.322754 -8.415280 0.74 0.01 -0.53 0.5177
H -31.958118 -24.497883 -8.492475 -0.68 -0.89 -0.19 -0.1038
H -32.164365 -21.731147 -9.326393 0.05 0.25 0.14 -0.2200
H -33.490428 -22.846535 -9.415781 0.21 -0.17 -0.06 0.4191
H -31.366380 -22.118930 -11.491111 -0.14 -0.10 -0.12 0.4311
H -33.059299 -22.584258 -11.927747 0.37 0.34 0.85 0.4136
H -30.817160 -25.357518 -12.772697 0.59 -0.02 -0.84 0.3918
H -30.529208 -23.529420 -13.080332 0.18 -0.83 0.58 0.3144
H -31.967447 -24.265996 -13.573384 -0.97 -0.27 -0.50 0.3485
C -19.753279 -24.094529 -1.552556 2.70 -0.98 1.66 -1.0339
C -18.356225 -23.518288 -1.995605 -0.62 0.80 1.28 -0.6976
C -17.803268 -23.997561 -3.319131 -1.52 -0.20 -0.09 0.1663
C -17.757265 -25.513053 -3.380523 -0.88 1.17 -0.02 -1.1707
N -17.270597 -25.946943 -4.684044 0.66 -2.97 -0.72 0.5666
C -18.251602 -25.727842 -5.861626 3.48 2.11 -0.60 0.5470
C -17.718206 -26.692175 -6.900925 -1.97 0.29 -1.37 -0.3859
C -17.645827 -27.975069 -6.116946 -0.35 0.34 1.70 -0.7733
C -17.262907 -27.513974 -4.642271 0.49 -0.32 -0.76 -0.5588
C -15.819569 -25.565181 -5.004288 -1.73 0.69 -1.81 -0.9048
H -19.706717 -25.207102 -1.549884 -0.41 0.70 -0.11 0.3564
H -20.622910 -23.728191 -2.032381 -0.64 0.40 -0.74 0.1536
H -19.763306 -23.821848 -0.477841 -0.60 -0.15 -0.53 0.3870
H -17.628343 -23.670118 -1.153410 -0.52 -0.40 -0.78 0.3960
H -18.484957 -22.423051 -1.934357 0.22 -0.27 -0.62 0.3065
H -16.900869 -23.523384 -3.618150 1.28 0.11 0.37 0.4840
H -18.420515 -23.668870 -4.148360 -0.70 0.11 0.01 -0.1914
H -18.741130 -26.000565 -3.208702 0.45 0.61 -0.36 0.5520
H -17.136499 -25.904575 -2.617010 0.98 -0.47 0.70 0.3672
H -18.243889 -24.650608 -6.120945 0.23 -0.81 0.01 -1.1352
H -19.212538 -25.959427 -5.572671 -2.04 -0.89 1.10 0.4473
H -16.835199 -26.343186 -7.457364 -0.46 -0.29 0.48 0.6384
H -18.585998 -26.802065 -7.621302 1.31 0.23 0.25 0.0281
H -17.012578 -28.741695 -6.529153 0.23 -0.23 0.00 0.4019
H -18.693032 -28.324572 -6.055100 0.65 -0.31 -0.03 0.3204
H -16.279579 -27.892686 -4.253957 -0.93 0.57 -0.43 0.3621
H -18.052044 -27.800827 -3.951560 0.12 -0.04 0.04 0.3715
H -15.162017 -25.708416 -4.213222 0.65 -0.37 1.89 0.3591
H -15.774211 -24.543945 -5.362679 -0.10 -0.01 0.18 0.1335
H -15.487963 -26.199927 -5.810319 -0.03 -0.22 -0.20 0.5837
C -20.385342 -18.340975 -3.593173 -0.94 -2.03 -0.13 0.4156
F -19.703455 -19.326805 -2.981131 -0.25 0.04 0.04 -0.1836
F -19.703229 -17.267167 -3.516521 1.36 2.22 -0.05 -0.1818
F -20.522091 -18.709588 -4.874868 -0.18 0.21 0.16 0.0300
S -21.999487 -18.132864 -2.691535 -1.01 -0.42 -0.08 0.1312
O -22.702515 -19.377695 -3.009877 0.81 1.64 0.74 -0.3801
O -21.539820 -17.896081 -1.335147 -0.39 -0.28 -0.76 -0.2121
N -22.708306 -16.748604 -3.134289 0.45 -0.87 0.21 -0.2108
S -23.471343 -16.541890 -4.508149 -0.46 -4.51 -0.04 0.8963
O -23.741381 -15.209377 -4.743167 -0.20 3.79 -0.44 -0.6503
O -22.972332 -17.375946 -5.577353 0.22 0.24 0.31 -0.5650
C -25.244425 -17.233126 -4.292498 0.49 -0.46 0.00 0.4164
F -25.275298 -18.319525 -3.466446 -0.30 1.28 -0.23 -0.2135
F -26.082424 -16.259407 -3.911605 0.32 -0.74 0.51 -0.2387
F -25.697846 -17.669449 -5.476720 0.14 0.04 -0.10 -0.0449
C -17.922135 -23.015810 -10.722569 -2.62 0.34 -1.49 0.3923
F -18.249157 -23.895310 -11.735149 0.55 0.72 0.83 -0.2110
F -16.762226 -22.500667 -10.915876 1.74 -0.38 0.12 -0.1659
F -18.777071 -21.950908 -10.843252 -0.09 -0.98 0.32 -0.1727
S -18.225420 -23.897839 -9.136144 -2.88 0.98 -0.03 0.8935
O -19.634100 -24.315357 -9.184448 1.35 0.27 -0.44 -0.5163
O -17.267353 -24.938522 -9.087303 1.20 -0.22 0.20 -0.7249
N -18.217649 -22.697655 -8.117901 1.18 0.29 0.72 -0.1568
S -16.942383 -22.247122 -7.222637 -2.04 -0.52 -1.50 0.7415
O -16.907278 -23.040893 -6.050333 0.22 -0.65 1.57 -0.5681
O -15.733483 -22.019974 -7.904155 0.99 0.57 -0.82 -0.6668
C -17.597950 -20.674274 -6.554020 1.35 1.14 0.07 0.4689
F -18.772635 -20.831641 -5.984662 -0.09 -0.02 0.32 -0.0501
F -16.640651 -20.344313 -5.606579 -1.53 0.09 -1.12 -0.2382
F -17.708315 -19.662028 -7.457017 0.33 -0.90 0.78 -0.1524
C -25.471222 -29.333131 -6.441715 3.06 1.67 1.77 0.5745
F -24.417152 -29.829751 -5.654787 -1.58 0.26 -0.81 -0.2396
F -25.372484 -29.837133 -7.617305 0.13 -0.80 -1.77 -0.2065
F -26.608133 -29.625728 -5.919602 -0.93 -0.25 0.80 -0.1410
S -25.037106 -27.462318 -6.498617 -1.29 -0.93 -1.36 0.8916
O -25.313410 -26.961712 -5.202891 -0.03 0.33 1.11 -0.5728
O -23.746505 -27.381784 -7.092227 1.50 -0.32 0.37 -0.5181
N -25.928622 -26.809700 -7.635684 -0.39 -0.08 -0.52 -0.4310
S -27.473522 -26.630842 -7.624127 0.13 -0.47 -0.15 0.5544
O -28.163118 -27.450888 -6.675890 -0.46 -0.23 0.59 -0.6649
O -27.825881 -25.266999 -7.762654 -0.56 1.40 0.06 0.0113
C -28.020558 -27.317239 -9.242200 -0.23 0.94 -1.10 0.2211
F -27.782707 -28.617041 -9.328195 -0.24 0.36 -0.24 -0.1736
F -29.361507 -27.056378 -9.413186 0.90 -0.76 0.53 -0.2147
F -27.438687 -26.652466 -10.285707 0.00 -0.83 0.82 -0.1925
C -23.157690 -20.182816 -11.411546 0.66 2.46 2.07 0.4413
F -22.622796 -21.274074 -10.903924 1.08 -0.37 0.14 -0.1700
F -22.194160 -19.172076 -11.663936 -0.84 -2.02 0.04 -0.2359
F -23.760712 -20.503770 -12.486620 -0.83 0.00 -1.85 -0.1526
S -24.218128 -19.389849 -10.084329 0.93 -0.24 -0.82 0.6954
O -23.309310 -19.434822 -8.954772 -0.81 -0.07 -0.16 -0.4755
O -24.563567 -18.119427 -10.641390 -0.35 0.26 0.20 -0.7092
N -25.396299 -20.411386 -9.910912 -0.88 -0.27 0.11 0.1813
S -26.767948 -20.496138 -10.736225 0.07 0.98 -0.28 0.5834
O -27.581971 -19.300948 -10.761581 0.22 0.28 0.56 -0.6363
O -26.697583 -21.171401 -11.992203 0.48 -0.56 -0.05 -0.7082
C -27.698906 -21.625111 -9.625221 -0.18 1.23 -1.01 0.2398
F -28.929824 -21.798822 -10.221936 0.75 -0.06 0.71 -0.1131
F -27.067933 -22.757014 -9.553965 -0.09 -1.02 0.50 -0.0712
F -27.877516 -21.066846 -8.436084 -0.19 -0.41 0.10 0.1286
C -33.124396 -20.198501 -4.858835 1.26 -0.17 -2.15 0.3962
F -32.832988 -20.938183 -3.843585 -0.18 -1.23 1.69 -0.1850
F -34.361145 -20.367921 -5.273985 -0.53 -0.21 0.11 -0.2023
F -32.917277 -18.949788 -4.549628 -0.12 1.50 0.33 -0.2112
S -31.927306 -20.663033 -6.233363 0.67 -0.09 1.13 0.9436
O -31.906570 -22.100524 -6.266478 -0.30 -0.39 -0.24 -0.3604
O -32.418923 -19.931998 -7.361824 0.33 0.28 -0.42 -0.6634
N -30.495431 -20.082344 -5.770889 -0.15 -0.90 0.79 -0.2244
S -29.491647 -20.896830 -4.754335 0.40 0.60 -1.62 0.1017
O -29.975014 -21.969621 -3.916262 -0.28 0.29 -0.53 -0.6042
O -28.238367 -21.155736 -5.463245 -1.09 0.66 1.05 0.1555
C -29.283262 -19.538437 -3.471064 -1.34 -0.49 0.27 0.1843
F -30.438901 -19.539350 -2.750158 0.90 0.24 -0.59 -0.2266
F -28.304299 -19.904376 -2.650815 0.22 0.57 -0.26 -0.1600
F -29.116633 -18.300724 -3.963814 0.42 -0.79 0.40 -0.1545